The following is a quantum chemistry calculation of a molecular structure, C12H14N5O3Pt in a non-equilibrium geometry, from the OMol25 dataset.

Values from the calculation:
charge	+3
maximum force	1.610	eV/A
E_HOMO (spin up / spin down)	-19.058 / -20.332	eV
Kohn-Sham gap (spin up / spin down)	8.51 / 6.06	eV
ΔE to the lowest compared entry with this formula, charge and spin	19.31	kcal/mol
multiplicity	5

Geometry as XYZ:
```
35
Properties=species:S:1:pos:R:3:mulliken_spin:R:1
Pt 0.3307 -1.3211 0.1481 1.690
O 3.2368 -0.8915 -0.2405 0.030
C 3.6355 0.1870 0.6104 0.013
C 2.3951 0.9877 0.7496 0.572
C 2.2107 3.5104 0.0836 0.242
C 1.0865 4.3238 -0.2501 0.283
C -0.2276 3.7895 -0.3943 0.057
C -0.5045 2.4394 -0.1748 0.120
N 1.0560 0.4967 0.6517 0.277
H 3.9748 -1.5077 -0.3599 0.005
H 4.4318 0.7968 0.1760 0.008
H 3.9694 -0.1764 1.5877 0.035
H 3.2222 3.8854 0.1832 -0.001
H 1.2602 5.3830 -0.4051 0.003
H -1.0323 4.4607 -0.6741 0.005
H -1.8001 1.3153 -1.4075 0.012
N -3.3021 0.9290 1.3157 0.005
C -2.2651 0.7042 0.5458 0.011
O -1.6695 -0.3652 0.5522 0.074
C -1.8604 1.8148 -0.4294 0.018
C -2.8772 2.8612 -0.5164 0.009
N -3.6453 3.7112 -0.5521 0.000
C 0.6459 1.6940 0.2099 0.274
N 1.9330 2.2529 0.2853 0.065
H -3.8472 1.7807 1.2651 0.002
H -3.6310 0.1942 1.9302 0.000
C -0.8235 -4.9742 -1.6377 0.007
C -0.5580 -4.3500 -0.3180 -0.011
N -0.8352 -4.9582 0.7992 0.019
O -0.0005 -3.1885 -0.2971 0.176
H -1.2948 -5.9480 -1.5300 0.003
H 0.1217 -5.0821 -2.1721 0.001
H -1.4660 -4.3164 -2.2237 0.000
H -1.2330 -5.8889 0.7861 0.000
H -0.6367 -4.5497 1.7031 -0.001
```